1.
The following is a DFT calculation (ωB97M-V/def2-TZVPD) of 2 unconnected molecules or ions with the total composition C4H12N2O2.

Geometry as XYZ:
```
20
Properties=species:S:1:pos:R:3:forces:R:3
C 1.4930 -0.9984 -0.1206 -1.199 0.248 -0.319
C 0.2973 -0.9163 0.5091 2.799 -0.502 2.543
O -0.3574 -2.0488 0.9604 -0.420 0.573 -0.609
N -0.0828 0.2135 1.2933 -0.772 -0.722 -0.490
C 0.9140 1.0929 1.8893 0.194 -0.053 -0.361
H 1.7896 -1.9098 -0.6090 0.015 -0.223 -0.020
H 2.1273 -0.1447 -0.2656 -0.019 0.245 -0.052
H 0.1702 -2.8222 0.7266 -0.123 0.148 -0.128
H -0.7901 -0.0715 1.9615 0.088 -0.037 -0.084
H 1.5480 1.5028 1.1041 -0.026 0.054 0.084
H 1.5435 0.5829 2.6208 0.034 -0.087 -0.004
H 0.3927 1.9203 2.3647 0.007 0.012 0.016
N -0.6138 0.5862 -2.4915 0.412 0.345 -0.656
C -1.6050 0.3963 -1.4753 1.375 -2.330 1.480
O -1.6007 1.4004 -0.5517 1.230 0.615 2.280
H -0.7492 -0.0480 -3.2672 -0.029 -0.044 -0.045
H 0.3157 0.4176 -2.1122 -0.147 0.015 -0.090
H -2.5908 0.3416 -1.9393 0.029 -0.470 0.088
H -1.2505 -0.5810 -0.8330 -1.727 1.357 -1.667
H -0.9510 1.0863 0.2355 -1.721 0.857 -1.965
```
Positions in Å, forces in eV/Å.

Computed properties:
Total charge ... 0
F_max ... 3.8 eV Å⁻¹
Total energy ... -11415.8617 eV
SMILES string ... C=C(O)NC.NCO
Kohn-Sham gap ... 0.33602 Eh
Energy relative to the best compared isomer or geometry (same formula, charge and spin) ... 77.4 kcal/mol
M ... 120.2 g mol⁻¹

=====

2.
The following is a DFT calculation (ωB97M-V/def2-TZVPD) of 2 unconnected molecules or ions with the total composition C4H12N2O2.

Geometry as XYZ:
```
20
Properties=species:S:1:pos:R:3:forces:R:3
C 1.5978 1.5973 2.1153 0.099 -0.066 -0.079
C 1.0520 0.9022 0.8906 0.074 0.180 0.163
O 1.7648 0.3857 0.0423 0.048 -0.039 0.001
N -0.2949 0.8824 0.7625 -0.458 -0.060 -0.097
N -1.1414 1.4646 1.7234 -0.015 -0.100 -0.043
H 1.2441 2.6264 2.1528 -0.004 -0.013 0.059
H 2.6839 1.5745 2.0749 -0.041 -0.030 -0.044
H 1.2488 1.0955 3.0170 -0.008 0.056 0.026
H -0.7015 0.4322 -0.0660 0.152 0.080 0.180
H -1.7252 2.1717 1.2857 0.097 -0.125 0.046
H -1.7449 0.7526 2.1284 0.115 0.133 -0.122
C -0.3085 -2.4961 -1.4212 -2.611 0.337 0.454
C -0.0178 -1.2425 -2.1313 -1.626 2.395 0.655
O -1.3442 -0.3748 -1.6142 2.084 -0.502 -1.132
H -1.4575 -2.2157 -1.3765 1.786 -2.222 0.197
H -0.0509 -3.3932 -1.9823 -0.191 -0.012 0.212
H 0.0432 -2.5003 -0.3857 0.196 -0.118 -0.307
H 0.8451 -0.6902 -1.7563 -0.160 0.141 -0.350
H -0.1241 -1.2973 -3.2160 0.137 0.076 0.217
H -1.5689 0.3251 -2.2432 0.328 -0.110 -0.034
```
Positions in Å, forces in eV/Å.

Computed properties:
Total charge ... 0
F_max ... 3.0 eV Å⁻¹
Total energy ... -11416.2291 eV
SMILES string ... CC(=O)NN.CCO
Kohn-Sham gap ... 0.37400 Eh
Energy relative to the best compared isomer or geometry (same formula, charge and spin) ... 68.9 kcal/mol
M ... 120.2 g mol⁻¹

=====

3.
The following is a DFT calculation (ωB97M-V/def2-TZVPD) of 2 unconnected molecules or ions with the total composition C4H12N2O2.

Geometry as XYZ:
```
20
Properties=species:S:1:pos:R:3:forces:R:3
C -0.0435 -0.4110 1.1063 0.904 0.193 1.591
C 1.1224 0.0374 0.2426 -1.368 0.826 -0.935
C 0.7423 -0.2685 -1.2436 1.305 -1.607 1.296
N 0.4672 -1.6474 -1.5334 -0.112 -1.017 -0.911
N 1.3652 1.5094 0.2019 -0.155 -1.003 0.584
C 0.4110 2.4674 0.3290 0.875 -0.306 0.857
O -0.7561 2.2546 0.5713 -0.267 0.371 -0.357
H 0.1253 -0.1479 2.1579 0.027 0.386 -0.101
H -0.0674 -1.4960 1.1934 -0.274 -0.072 -0.674
H -0.9608 0.0675 0.8303 -0.362 -0.247 -0.251
H 2.0126 -0.4346 0.6516 0.307 -0.074 -0.544
H -0.1083 0.3723 -1.4408 -0.048 0.203 -0.404
H 1.6335 -0.0558 -1.8331 -0.317 0.584 -0.365
H -0.2027 -2.2360 -1.0774 -0.436 0.640 0.533
H 1.2060 -2.2470 -1.8583 0.310 0.465 -0.004
H 2.2779 1.7334 -0.1550 -0.032 0.511 0.130
H 0.8768 3.4673 0.3675 -0.264 0.171 -0.420
O -3.2543 -1.1864 0.8276 0.479 0.174 0.298
H -2.9018 -0.3810 0.4440 0.263 0.270 0.150
H -3.9451 -1.3976 0.2181 -0.837 -0.468 -0.472
```
Positions in Å, forces in eV/Å.

Computed properties:
Total charge ... 0
F_max ... 2.4 eV Å⁻¹
Total energy ... -11417.4302 eV
SMILES string ... C[C@@H](CN)NC=O.O
Kohn-Sham gap ... 0.34950 Eh
Energy relative to the best compared isomer or geometry (same formula, charge and spin) ... 41.2 kcal/mol
M ... 120.2 g mol⁻¹

=====

4.
The following is a DFT calculation (ωB97M-V/def2-TZVPD) of a molecular structure, C4H12N2O2.

Geometry as XYZ:
```
20
Properties=species:S:1:pos:R:3:forces:R:3
C 0.1934 -0.0295 1.1601 -2.020 -0.561 -0.428
C -1.0192 -0.6641 -0.9602 2.122 1.366 -1.427
C 1.2771 0.6784 0.4428 -0.518 0.518 -3.040
C 0.0531 0.5718 -2.1860 -2.192 -1.159 -0.859
N -1.1047 -0.1521 0.3112 0.676 0.332 1.310
N -0.2628 0.6609 2.3291 0.117 -0.016 -0.018
O 0.5927 -1.3930 1.3861 0.254 0.278 0.030
O -0.4616 -1.8873 -1.0752 0.168 -0.504 0.024
H -0.1659 -1.8645 1.7579 -0.005 0.132 -0.039
H 0.2573 -1.9660 -0.4176 -0.294 0.040 -0.124
H -1.6076 0.7266 0.3329 0.087 -0.017 0.034
H -1.9237 -0.5675 -1.5517 0.038 0.038 0.099
H 0.5003 0.8057 2.9772 -0.028 0.018 0.013
H -1.0254 0.1736 2.7870 0.080 -0.046 -0.019
H 0.8725 0.7325 -0.8043 1.393 -0.562 3.676
H 1.3581 1.7232 0.7290 0.075 -0.065 0.308
H 2.2279 0.1540 0.4964 -0.012 0.069 -0.043
H -0.2245 -0.0013 -3.0701 -0.399 -0.144 -0.147
H 1.0642 0.8546 -2.4829 0.283 0.025 0.720
H -0.6013 1.4439 -2.1617 0.176 0.259 -0.069
```
Positions in Å, forces in eV/Å.

Computed properties:
Total charge ... 0
F_max ... 4.0 eV Å⁻¹
Total energy ... -11414.9822 eV
Kohn-Sham gap ... 0.32772 Eh
Energy relative to the best compared isomer or geometry (same formula, charge and spin) ... 97.7 kcal/mol
M ... 120.2 g mol⁻¹

=====

5.
The following is a DFT calculation (ωB97M-V/def2-TZVPD) of 2 unconnected molecules or ions with the total composition C4H12N2O2.

Geometry as XYZ:
```
20
Properties=species:S:1:pos:R:3:forces:R:3
N -2.8488 -1.7754 1.2924 1.743 -2.219 -1.197
C -1.7944 -1.1262 0.6837 -0.879 -0.527 -1.203
O -1.7031 0.0918 0.6732 0.326 -0.715 0.516
O -0.9870 -1.9685 -0.0137 -0.185 0.598 1.056
H -3.4895 -1.1595 1.6705 -1.662 0.958 0.805
H -3.0830 -2.7830 1.1128 0.572 1.906 0.301
H -0.0541 -1.5865 0.0925 -0.125 -0.213 -0.158
C 0.5440 2.1727 -1.3785 1.518 0.739 -0.769
C 0.9407 0.7189 -1.1331 0.577 0.104 0.078
C 1.3220 0.5179 0.3419 -0.343 1.142 0.124
N 1.3973 -0.9076 0.6524 1.652 -0.733 -1.603
H -0.1896 2.4697 -0.6481 -0.256 0.175 0.345
H 1.4519 2.8776 -1.3002 -1.366 -0.959 -0.125
H 0.0776 2.3088 -2.3712 0.368 -0.036 0.372
H 0.0691 0.1082 -1.3204 -0.255 -0.251 -0.034
H 1.7376 0.3463 -1.8261 -0.442 0.445 0.528
H 2.2929 0.9983 0.6029 -0.636 0.086 -0.269
H 0.4893 1.0061 0.9399 1.105 -0.784 -0.509
H 2.3303 -1.2679 0.3080 -1.513 0.400 0.097
H 1.4968 -1.0416 1.6212 -0.200 -0.118 1.645
```
Positions in Å, forces in eV/Å.

Computed properties:
Total charge ... 0
F_max ... 3.1 eV Å⁻¹
Total energy ... -11418.6628 eV
SMILES string ... NC(=O)O.CCCN
Kohn-Sham gap ... 0.40132 Eh
Energy relative to the best compared isomer or geometry (same formula, charge and spin) ... 12.8 kcal/mol
M ... 120.2 g mol⁻¹

=====

6.
The following is a DFT calculation (ωB97M-V/def2-TZVPD) of a molecular structure, C4H12N2O2.

Geometry as XYZ:
```
20
Properties=species:S:1:pos:R:3:forces:R:3
C 1.7552 -0.1950 1.5020 0.155 1.884 -0.591
O 2.4252 -0.6597 0.3175 0.440 -0.390 -0.160
H 1.7878 -1.0886 -0.2598 -0.047 -0.021 0.030
H 1.4975 -1.0370 2.1573 -0.385 0.111 -0.099
H 2.4992 0.3708 2.0664 0.199 -0.070 -0.035
H 0.0549 -0.6109 0.6991 -1.390 0.243 -1.135
C -2.0505 -0.0280 0.6651 0.016 -0.019 -0.166
C -0.1849 0.6932 -0.8568 1.368 0.933 0.218
C -0.7978 -0.4170 -0.1103 0.604 -0.618 1.275
N 0.3508 1.6168 -0.0811 -0.619 -0.173 -0.798
N -0.0408 0.6110 -2.2003 -0.295 -0.037 0.320
O -1.0069 -1.5256 -0.9848 0.017 0.174 0.062
H -1.4082 -2.2379 -0.4775 0.030 0.037 -0.038
H 1.0432 1.0197 0.8550 -0.080 -1.994 1.338
H 0.8667 2.3401 -0.5686 0.009 -0.012 -0.190
H 0.6425 1.1871 -2.6681 -0.166 -0.140 0.058
H -0.3582 -0.2427 -2.6330 0.093 0.099 -0.085
H -2.3336 -0.8279 1.3531 0.033 0.026 -0.021
H -2.8824 0.1569 -0.0171 -0.005 0.001 -0.010
H -1.8597 0.8747 1.2419 0.025 -0.036 0.028
```
Positions in Å, forces in eV/Å.

Computed properties:
Total charge ... 0
F_max ... 2.4 eV Å⁻¹
Total energy ... -11414.9260 eV
Kohn-Sham gap ... 0.28090 Eh
Energy relative to the best compared isomer or geometry (same formula, charge and spin) ... 98.9 kcal/mol
M ... 120.2 g mol⁻¹